Entry 1:
The following is a quantum chemistry calculation of a molecular structure, C36H31BeNP2Se, from the OMol25 dataset.

Structure (XYZ):
```
72
Properties=species:S:1:pos:R:3:lowdin_charge:R:1
Be -18.69 -10.09 -1.83 -0.264
C -21.56 -10.27 -1.42 -0.223
P -20.35 -9.06 -0.75 1.089
C -20.93 -7.47 -1.43 -0.312
C -20.97 -7.32 -2.79 -0.088
C -21.55 -6.18 -3.30 -0.093
C -22.18 -5.24 -2.52 -0.068
C -22.08 -5.37 -1.11 -0.079
C -21.52 -6.50 -0.60 -0.088
C -20.77 -8.85 1.02 -0.347
C -21.99 -9.18 1.59 -0.087
C -22.20 -8.96 2.96 -0.062
C -21.13 -8.42 3.71 -0.081
C -19.92 -8.04 3.16 -0.088
C -19.76 -8.21 1.80 -0.107
C -21.08 -10.46 -2.86 -0.378
C -21.68 -10.54 -4.09 -0.061
C -20.64 -10.46 -5.04 -0.069
C -19.46 -10.35 -4.39 -0.331
C -17.98 -10.16 -4.65 -0.241
P -17.28 -9.12 -3.33 1.071
C -17.63 -7.43 -3.69 -0.397
C -18.10 -6.95 -4.90 -0.075
C -18.44 -5.59 -4.98 -0.068
C -18.27 -4.75 -3.88 -0.088
C -17.89 -5.25 -2.67 -0.089
C -17.62 -6.59 -2.56 -0.102
C -15.45 -9.25 -3.60 -0.313
C -14.85 -10.42 -3.11 -0.113
C -13.53 -10.76 -3.41 -0.071
C -12.81 -9.87 -4.24 -0.082
C -13.42 -8.71 -4.75 -0.095
C -14.73 -8.41 -4.48 -0.076
N -19.75 -10.40 -3.03 -0.121
H -22.58 -9.94 -1.31 0.085
H -21.54 -11.17 -0.82 0.077
H -20.76 -8.15 -3.45 0.087
H -21.57 -5.99 -4.36 0.104
H -22.67 -4.36 -2.92 0.104
H -22.54 -4.70 -0.41 0.099
H -21.46 -6.61 0.49 0.103
H -22.83 -9.56 0.99 0.109
H -23.17 -9.17 3.39 0.095
H -21.38 -8.23 4.79 0.115
H -19.10 -7.62 3.73 0.108
H -18.83 -7.86 1.42 0.083
H -22.72 -10.71 -4.34 0.102
H -20.81 -10.36 -6.09 0.092
H -17.83 -9.77 -5.63 0.073
H -17.43 -11.15 -4.51 0.118
H -18.10 -7.57 -5.80 0.114
H -18.81 -5.16 -5.91 0.107
H -18.49 -3.68 -3.94 0.111
H -17.77 -4.64 -1.77 0.118
H -17.39 -7.00 -1.58 0.094
H -15.44 -11.04 -2.40 0.092
H -13.04 -11.68 -2.97 0.127
H -11.78 -10.08 -4.46 0.092
H -12.76 -8.10 -5.38 0.107
H -15.22 -7.49 -4.87 0.111
Se -18.11 -11.62 -0.45 0.715
C -17.53 -10.52 1.08 -0.587
C -16.92 -9.25 1.08 -0.151
C -16.54 -8.63 2.29 -0.093
C -16.78 -9.27 3.53 -0.115
C -17.45 -10.45 3.51 -0.129
C -17.83 -11.10 2.35 -0.145
H -16.89 -8.73 0.12 0.078
H -15.98 -7.72 2.21 0.096
H -16.63 -8.79 4.47 0.093
H -17.70 -10.93 4.48 0.117
H -18.39 -12.03 2.41 0.091
```

Results
lowest unoccupied orbital energy: 0.600 eV
E: -4544.14302 a.u.
relative energy (zero: lowest compared OMol25 entry of this formula, charge and spin): 0.0 kJ/mol


Entry 2:
The following is a quantum chemistry calculation of 10 unconnected molecules or ions with the total composition C53H135N9O18, from the OMol25 dataset.

Structure (XYZ):
```
215
Properties=species:S:1:pos:R:3:lowdin_charge:R:1
C -1.11 1.86 -3.51 -0.110
O -1.79 0.86 -2.78 -0.198
C -3.17 0.72 -3.11 -0.208
C -3.95 -0.24 -2.20 -0.383
C -3.67 -1.73 -2.68 -0.051
N -5.43 -0.10 -2.30 0.067
H -0.85 1.44 -4.48 0.086
H -0.17 2.06 -2.99 0.077
H -1.60 2.82 -3.63 0.087
H -3.70 1.65 -2.93 0.091
H -3.32 0.45 -4.16 0.127
H -3.58 -0.08 -1.18 0.112
H -2.62 -2.03 -2.63 0.047
H -4.01 -1.95 -3.69 0.081
H -4.16 -2.34 -1.92 0.059
H -5.58 0.90 -2.20 0.009
H -5.74 -0.43 -3.20 0.068
C 3.22 0.84 -1.31 -0.103
O 4.03 1.29 -2.37 -0.177
C 5.37 1.43 -1.94 -0.229
C 6.31 1.77 -3.08 -0.212
N 7.64 1.98 -2.56 -0.101
C 8.56 2.40 -3.59 -0.207
C 10.04 2.28 -3.04 -0.189
O 11.01 2.81 -3.94 -0.199
C 11.63 1.87 -4.87 -0.099
H 3.12 1.57 -0.50 0.090
H 3.62 -0.08 -0.90 0.049
H 2.24 0.56 -1.71 0.081
H 5.71 0.50 -1.48 0.113
H 5.38 2.26 -1.23 0.128
H 5.96 2.71 -3.49 0.129
H 6.32 0.98 -3.83 0.121
H 8.08 1.16 -2.17 0.107
H 8.33 3.44 -3.81 0.121
H 8.37 1.78 -4.46 0.109
H 10.32 1.24 -2.85 0.108
H 10.18 2.79 -2.09 0.121
H 12.11 1.00 -4.42 0.075
H 12.43 2.40 -5.38 0.082
H 10.97 1.42 -5.61 0.078
C -0.70 4.29 1.01 -0.068
O -0.95 5.73 0.75 -0.177
C -2.35 6.05 0.90 -0.200
C -2.64 7.44 0.27 -0.243
N -2.43 8.49 1.16 -0.065
C -2.38 9.77 0.45 -0.197
C -3.78 10.26 -0.05 -0.171
O -4.05 9.54 -1.28 -0.222
C -5.29 9.89 -1.88 -0.120
H 0.34 3.96 1.04 0.069
H -1.18 3.65 0.26 0.071
H -1.19 3.96 1.92 0.063
H -2.75 5.84 1.89 0.116
H -3.01 5.33 0.41 0.078
H -3.63 7.51 -0.18 0.113
H -1.94 7.49 -0.57 0.123
H -1.47 8.32 1.41 0.110
H -1.55 9.82 -0.25 0.119
H -2.08 10.61 1.08 0.107
H -3.57 11.29 -0.35 0.114
H -4.56 10.13 0.70 0.127
H -5.31 10.94 -2.18 0.083
H -6.15 9.68 -1.24 0.081
H -5.57 9.31 -2.76 0.081
C -7.75 4.09 -6.51 -0.101
O -8.00 3.69 -5.13 -0.177
C -6.80 3.66 -4.38 -0.218
C -7.11 3.23 -2.93 -0.196
N -5.88 2.94 -2.17 -0.101
C -6.20 2.81 -0.77 -0.194
C -4.81 2.78 -0.05 -0.189
O -5.01 2.34 1.28 -0.167
C -3.81 2.24 1.98 -0.106
H -7.90 5.13 -6.78 0.078
H -8.46 3.67 -7.22 0.078
H -6.77 3.79 -6.89 0.081
H -6.37 4.66 -4.38 0.122
H -6.11 2.92 -4.80 0.120
H -7.71 2.31 -2.96 0.119
H -7.84 3.85 -2.42 0.116
H -5.33 3.78 -2.29 0.114
H -6.82 1.94 -0.61 0.126
H -6.76 3.66 -0.36 0.117
H -4.41 3.80 0.00 0.102
H -4.09 2.17 -0.60 0.107
H -3.48 3.26 2.19 0.080
H -3.06 1.61 1.51 0.075
H -3.99 1.81 2.97 0.066
C 2.55 4.31 2.95 -0.086
O 2.01 4.21 4.27 -0.195
C 0.73 3.62 4.40 -0.216
C 0.51 3.20 5.86 -0.175
N 1.30 2.01 6.26 -0.025
C 0.75 1.51 7.51 -0.212
C 1.42 0.26 8.01 -0.219
O 2.75 0.50 8.47 -0.185
C 3.39 -0.70 8.76 -0.137
H 1.87 4.94 2.37 0.076
H 2.60 3.33 2.48 0.069
H 3.58 4.68 2.97 0.092
H 0.44 2.87 3.66 0.105
H 0.03 4.44 4.21 0.115
H -0.56 2.98 5.91 0.100
H 0.65 4.06 6.52 0.124
H 2.21 2.37 6.50 0.110
H -0.32 1.33 7.46 0.114
H 0.92 2.25 8.30 0.123
H 1.36 -0.45 7.18 0.104
H 0.79 -0.06 8.83 0.125
H 3.44 -1.29 7.84 0.079
H 2.80 -1.20 9.52 0.090
H 4.44 -0.63 9.04 0.093
C -3.07 1.35 5.53 -0.117
O -1.81 0.79 5.30 -0.205
C -1.67 -0.19 4.26 -0.201
C -0.34 -0.93 4.30 -0.154
N 0.66 0.07 3.90 -0.064
C 2.00 -0.44 4.05 -0.191
C 3.01 0.65 3.69 -0.216
O 4.34 0.30 4.07 -0.167
C 4.64 0.76 5.42 -0.076
H -3.19 2.28 4.98 0.076
H -3.17 1.51 6.61 0.090
H -3.90 0.71 5.25 0.089
H -1.96 0.28 3.33 0.096
H -2.41 -0.99 4.40 0.119
H -0.23 -1.77 3.61 0.118
H -0.23 -1.28 5.32 0.120
H 0.70 0.77 4.62 0.059
H 2.14 -1.39 3.53 0.116
H 2.10 -0.58 5.13 0.095
H 2.76 1.66 4.01 0.095
H 2.99 0.74 2.61 0.103
H 4.01 0.29 6.18 0.055
H 4.71 1.83 5.60 0.090
H 5.63 0.31 5.57 0.087
C 0.41 -2.12 -2.85 -0.063
O 0.06 -3.43 -3.40 -0.198
C 0.43 -4.55 -2.56 -0.170
C 0.41 -5.93 -3.33 -0.151
N -0.93 -6.19 -3.77 -0.098
C -1.28 -7.36 -4.49 -0.232
C -1.12 -7.24 -5.96 -0.182
O -2.00 -6.18 -6.43 -0.200
C -1.54 -5.41 -7.49 -0.140
H 1.38 -2.13 -2.35 0.066
H -0.33 -1.89 -2.07 0.060
H 0.41 -1.33 -3.59 0.090
H -0.25 -4.47 -1.71 0.089
H 1.44 -4.43 -2.16 0.106
H 0.73 -6.79 -2.75 0.114
H 0.95 -5.79 -4.27 0.114
H -1.29 -5.43 -4.33 0.117
H -2.33 -7.61 -4.36 0.117
H -0.77 -8.25 -4.13 0.130
H -1.50 -8.09 -6.54 0.127
H -0.07 -7.04 -6.18 0.119
H -0.61 -4.88 -7.26 0.083
H -2.28 -4.64 -7.69 0.090
H -1.34 -6.03 -8.36 0.085
C -2.55 -2.07 0.70 -0.104
O -2.23 -3.43 0.85 -0.182
C -2.66 -4.18 -0.22 -0.250
C -2.32 -5.69 -0.12 -0.195
N -2.62 -6.38 -1.36 -0.049
C -2.76 -7.84 -1.19 -0.190
C -1.45 -8.53 -0.76 -0.215
O -1.58 -9.93 -1.03 -0.185
C -0.40 -10.66 -0.71 -0.115
H -2.24 -1.49 1.56 0.071
H -3.63 -1.96 0.75 0.101
H -2.11 -1.65 -0.21 0.071
H -2.34 -3.74 -1.16 0.094
H -3.75 -4.16 -0.33 0.119
H -2.89 -6.13 0.70 0.125
H -1.26 -5.76 0.15 0.094
H -1.93 -6.23 -2.08 0.048
H -3.02 -8.22 -2.17 0.103
H -3.63 -8.12 -0.60 0.117
H -1.13 -8.43 0.27 0.117
H -0.68 -8.03 -1.34 0.099
H 0.42 -10.31 -1.34 0.079
H -0.49 -11.72 -0.94 0.083
H -0.07 -10.60 0.33 0.082
C 6.86 -5.04 1.52 -0.077
O 5.85 -3.97 1.37 -0.213
C 5.91 -3.39 0.04 -0.213
C 4.75 -2.42 -0.02 -0.223
N 3.52 -3.20 0.21 -0.039
C 2.42 -2.28 0.45 -0.199
C 1.16 -3.10 0.86 -0.151
O 1.38 -3.72 2.16 -0.203
C 0.56 -4.81 2.46 -0.126
H 6.90 -5.39 2.55 0.079
H 7.88 -4.66 1.41 0.077
H 6.63 -5.85 0.83 0.083
H 5.80 -4.10 -0.78 0.125
H 6.80 -2.77 0.09 0.121
H 4.85 -2.01 -1.03 0.111
H 4.87 -1.65 0.74 0.121
H 3.68 -3.84 0.97 0.101
H 2.25 -1.74 -0.48 0.082
H 2.67 -1.60 1.27 0.106
H 1.04 -3.88 0.11 0.097
H 0.29 -2.43 0.89 0.100
H -0.50 -4.59 2.37 0.076
H 0.70 -5.13 3.49 0.085
H 0.92 -5.65 1.86 0.087
C -0.12 0.79 0.26 -0.191
O 0.90 1.14 1.08 -0.123
H -0.25 1.56 -0.51 0.068
H 0.10 -0.14 -0.26 0.061
H -1.03 0.65 0.84 0.065
H 0.73 0.77 1.95 0.029
```

Results
lowest unoccupied orbital energy: 0.408 eV
E: -3946.91900 a.u.
relative energy (zero: lowest compared OMol25 entry of this formula, charge and spin): 246.9 kJ/mol
structure (SMILES): COC[C@H](C)N.COCCNCCOC.COCCNCCOC.COCCNCCOC.COCCNCCOC.COCCNCCOC.COCCNCCOC.COCCNCCOC.COCCNCCOC.CO


Entry 3:
The following is a quantum chemistry calculation of C3H6N2O2 in the gas phase, from the OMol25 dataset.

Structure (XYZ):
```
13
Properties=species:S:1:pos:R:3:lowdin_charge:R:1
N 2.10 -0.01 0.83 0.007
C 1.16 0.12 -0.22 -0.347
C 0.21 1.34 -0.42 -0.020
N -0.88 0.28 -0.63 -0.082
O -2.15 0.42 0.02 0.028
C -0.10 -0.75 -0.10 -0.437
O -0.38 -1.79 0.40 0.142
H 3.01 0.54 0.62 0.114
H 1.70 0.54 1.72 0.133
H 1.72 -0.35 -1.16 0.186
H 0.04 1.81 0.51 0.106
H 0.23 1.94 -1.30 0.100
H -2.67 0.34 -0.74 0.069
```

Results
lowest unoccupied orbital energy: 0.590 eV
E: -377.80128 a.u.
relative energy (zero: lowest compared OMol25 entry of this formula, charge and spin): 415.0 kJ/mol
structure (SMILES): N[C@@H]1CN(O)C1=O


Entry 4:
The following is a quantum chemistry calculation of a molecular structure, C5H8N2, from the OMol25 dataset.

Structure (XYZ):
```
15
Properties=species:S:1:pos:R:3:lowdin_charge:R:1
C 1.62 -0.95 0.08 -0.121
C 1.01 0.37 0.48 -0.072
N 0.18 1.04 -1.05 0.090
C -0.46 0.46 0.15 -0.592
C -1.33 -0.75 -0.13 -0.029
C -1.18 1.44 0.98 -0.164
N -1.77 2.21 1.61 0.162
H 1.35 -1.66 0.87 0.094
H 1.27 -1.37 -0.87 0.075
H 2.71 -0.88 0.06 0.070
H 1.26 1.20 -0.56 0.118
H -0.01 2.05 -1.01 0.109
H -0.86 -1.39 -0.89 0.075
H -1.48 -1.33 0.78 0.094
H -2.30 -0.44 -0.51 0.090
```

Results
lowest unoccupied orbital energy: 0.613 eV
E: -304.66572 a.u.
relative energy (zero: lowest compared OMol25 entry of this formula, charge and spin): 445.8 kJ/mol


Entry 5:
The following is a quantum chemistry calculation of a molecular structure, C42H47ClIrN9O3S2, from the OMol25 dataset.

Structure (XYZ):
```
105
Properties=species:S:1:pos:R:3:lowdin_charge:R:1
Ir 1.52 1.28 0.15 1.366
N 4.51 4.56 -0.47 0.144
C 3.89 3.39 -0.31 -0.734
S 2.20 3.48 0.19 0.781
N 4.47 2.27 -0.49 0.027
N 3.69 1.18 -0.35 -0.078
C 4.29 0.04 -0.18 -0.152
C 5.71 -0.19 0.06 -0.158
C 6.74 0.59 -0.50 -0.012
C 8.06 0.32 -0.19 -0.034
C 8.38 -0.70 0.70 -0.021
C 7.37 -1.47 1.26 -0.037
C 6.05 -1.24 0.94 -0.029
C 3.35 -1.08 -0.17 -0.213
C 3.70 -2.33 -0.64 0.042
C 2.76 -3.35 -0.63 0.032
C 1.51 -3.09 -0.08 0.002
C 1.23 -1.81 0.35 -0.099
N 2.12 -0.80 0.27 -0.011
H 4.05 5.43 -0.31 0.113
H 5.49 4.58 -0.73 0.136
H 6.50 1.36 -1.21 0.104
H 8.85 0.91 -0.64 0.123
H 9.42 -0.90 0.95 0.127
H 7.62 -2.26 1.96 0.123
H 5.28 -1.83 1.41 0.120
H 4.70 -2.50 -1.03 0.145
H 3.00 -4.33 -1.02 0.141
H 0.76 -3.86 0.02 0.125
H 0.28 -1.59 0.80 0.088
N 0.88 1.54 7.27 0.207
C 1.94 1.75 6.46 -0.478
O 3.04 2.07 6.84 0.109
C 1.73 1.56 4.96 -0.059
C 2.87 1.69 4.18 0.056
C 2.79 1.52 2.82 -0.090
N 1.62 1.22 2.22 -0.126
C 0.51 1.10 2.96 -0.098
C 0.53 1.26 4.33 0.036
H 1.03 1.66 8.26 0.138
H -0.04 1.30 6.96 0.100
H 3.81 1.93 4.65 0.143
H 3.66 1.61 2.19 0.108
H -0.41 0.88 2.43 0.107
H -0.40 1.15 4.87 0.126
C -2.37 3.93 0.12 -0.179
S -0.64 3.83 -0.26 0.966
O -0.32 2.37 0.23 -0.726
C -0.71 3.75 -2.02 -0.419
C -1.32 2.67 -2.65 -0.086
C -1.36 2.64 -4.04 -0.037
C -0.78 3.68 -4.77 -0.025
C -0.19 4.76 -4.13 -0.036
C -0.15 4.80 -2.74 -0.068
H -2.92 3.16 -0.42 0.068
H -2.68 4.93 -0.20 0.090
H -2.49 3.83 1.20 0.074
H -1.76 1.87 -2.07 0.083
H -1.84 1.82 -4.54 0.121
H -0.81 3.65 -5.85 0.126
H 0.22 5.57 -4.71 0.125
H 0.30 5.64 -2.23 0.120
C -4.93 -3.39 -2.33 -0.023
C -4.95 -1.86 -2.49 -0.512
C -4.61 -1.54 -3.96 -0.027
C -6.36 -1.35 -2.21 -0.031
C -3.91 -1.15 -1.56 -0.403
O -3.59 0.17 -2.06 -0.030
C -4.39 -0.91 -0.11 -0.103
C -4.60 -2.07 0.88 -0.110
C -3.34 -2.64 1.47 -0.235
C -3.03 -4.00 1.38 -0.016
C -1.86 -4.51 1.95 -0.073
C -1.00 -3.67 2.62 -0.679
Cl 0.47 -4.29 3.31 0.706
C -1.30 -2.32 2.76 -0.131
C -2.46 -1.82 2.18 -0.058
C -2.57 -1.93 -1.63 -0.005
N -1.39 -1.05 -1.62 -0.045
C -0.96 -0.25 -0.68 -0.152
N 0.16 0.34 -1.10 -0.125
C 0.37 -0.18 -2.36 -0.148
N -0.56 -1.03 -2.69 0.192
H -5.76 -3.81 -2.89 0.105
H -5.04 -3.71 -1.30 0.070
H -4.02 -3.85 -2.73 0.090
H -5.20 -2.18 -4.61 0.104
H -3.55 -1.71 -4.19 0.087
H -4.84 -0.51 -4.22 0.089
H -7.03 -1.71 -3.00 0.104
H -6.43 -0.26 -2.21 0.093
H -6.76 -1.72 -1.26 0.094
H -4.41 0.60 -2.31 0.106
H -5.33 -0.37 -0.20 0.116
H -3.68 -0.20 0.33 0.099
H -5.21 -2.85 0.44 0.103
H -5.19 -1.66 1.71 0.136
H -3.71 -4.67 0.87 0.128
H -1.64 -5.57 1.88 0.121
H -0.64 -1.69 3.33 0.093
H -2.72 -0.78 2.34 0.116
H -2.50 -2.46 -2.57 0.119
H -2.48 -2.64 -0.81 0.127
H -1.46 -0.06 0.26 0.132
H 1.18 0.10 -3.00 0.140
```

Results
lowest unoccupied orbital energy (alpha / beta): -9.444 / -10.300 eV
E: -3707.18094 a.u.
total charge: +3
multiplicity: 2
relative energy (zero: lowest compared OMol25 entry of this formula, charge and spin): 352.3 kJ/mol
⟨S²⟩: 0.76


Entry 6:
The following is a quantum chemistry calculation of 2 unconnected molecules or ions with the total composition C28H22BF7O2S, from the OMol25 dataset.

Structure (XYZ):
```
61
Properties=species:S:1:pos:R:3:lowdin_charge:R:1
C -0.50 4.85 1.04 -0.102
C -0.77 3.40 0.92 -0.572
C -1.86 2.73 1.44 -0.122
C -1.81 1.33 1.22 -0.105
C -0.63 0.91 0.61 -0.444
C -0.53 -0.36 -0.08 -0.203
C 0.12 -0.49 -1.32 0.029
C 0.28 -1.74 -1.89 -0.110
C 1.09 -1.92 -3.15 -0.508
F 2.17 -2.74 -2.90 0.100
F 0.38 -2.50 -4.16 0.127
F 1.59 -0.74 -3.62 0.120
C -0.26 -2.88 -1.28 0.059
C -0.94 -2.74 -0.08 -0.103
C -1.40 -3.93 0.71 -0.502
F -0.72 -3.99 1.91 0.108
F -2.73 -3.88 1.01 0.119
F -1.17 -5.11 0.06 0.124
C -1.15 -1.49 0.48 0.040
S 0.29 2.32 0.10 1.141
H -1.40 5.36 1.42 0.084
H 0.33 5.05 1.73 0.080
H -0.25 5.27 0.06 0.079
H -2.66 3.24 1.98 0.118
H -2.59 0.64 1.51 0.119
H 0.49 0.40 -1.84 0.116
H -0.13 -3.86 -1.73 0.136
H -1.80 -1.37 1.35 0.122
F -2.91 1.33 5.82 0.029
C -1.82 1.13 5.00 -0.254
C -0.94 2.18 4.80 0.005
C 0.17 1.96 3.99 -0.034
C 0.42 0.71 3.42 -0.221
C 1.75 0.32 2.86 -0.076
B 3.03 0.79 4.02 -0.507
O 4.35 0.80 3.64 0.102
C 5.05 1.57 4.67 -0.100
C 3.98 1.95 5.70 -0.102
O 2.74 1.36 5.22 0.099
C 2.38 0.39 1.50 -0.254
C 3.11 1.50 1.06 -0.104
C 3.87 1.44 -0.11 -0.078
C 3.91 0.26 -0.85 -0.079
C 3.19 -0.86 -0.42 -0.079
C 2.43 -0.79 0.74 -0.040
C -0.54 -0.31 3.61 -0.045
C -1.67 -0.11 4.39 -0.001
H -1.10 3.15 5.28 0.122
H 0.88 2.76 3.78 0.128
H 1.86 -0.75 3.15 0.133
H 5.83 0.93 5.10 0.127
H 5.51 2.45 4.20 0.129
H 4.20 1.53 6.69 0.127
H 3.84 3.04 5.78 0.129
H 3.09 2.40 1.67 0.121
H 4.43 2.32 -0.42 0.106
H 4.52 0.20 -1.76 0.108
H 3.21 -1.78 -1.00 0.099
H 1.90 -1.67 1.11 0.125
H -0.36 -1.28 3.14 0.113
H -2.41 -0.90 4.52 0.122
```

Results
lowest unoccupied orbital energy: -0.051 eV
E: -2352.86245 a.u.
relative energy (zero: lowest compared OMol25 entry of this formula, charge and spin): 81.0 kJ/mol
structure (SMILES): Cc1ccc(-c2cc(C(F)(F)F)cc(C(F)(F)F)c2)s1.Fc1ccc([C@H](B2OCCO2)c2ccccc2)cc1


Q: Which of these has the lowest relative energy (zero: lowest compared OMol25 entry of this formula, charge and spin)?
A: C36H31BeNP2Se


Q: The lowest E belongs to which entry?
A: C36H31BeNP2Se


Q: Which of these has the lowest E?
A: C36H31BeNP2Se